Below is a molecular structure, C17H39CuGeNPS2 at a distorted geometry, with properties calculated with the ωB97M-V functional and the def2-TZVPD basis.

Geometry (Å):
Cu  -1.80  -4.10  15.94
C  -1.71  -2.27  12.49
C  -0.85  -3.53  12.60
P  -0.33  -3.89  14.33
C  0.94  -2.63  14.75
C  0.35  -1.46  15.56
C  0.65  -5.43  14.12
C  0.71  -6.26  15.41
H  -2.09  -2.16  11.48
H  -1.13  -1.37  12.72
H  -2.56  -2.31  13.16
H  0.06  -3.48  12.00
H  -1.40  -4.40  12.25
H  1.43  -2.28  13.84
H  1.70  -3.16  15.34
H  -0.36  -0.88  14.98
H  1.14  -0.78  15.87
H  -0.13  -1.83  16.46
H  1.65  -5.16  13.76
H  0.16  -6.01  13.34
H  1.16  -5.71  16.23
H  1.30  -7.17  15.25
H  -0.30  -6.56  15.72
C  -7.84  -5.39  17.49
C  -7.78  -5.34  15.95
C  -6.62  -6.22  15.38
C  -5.23  -5.75  15.85
Ge  -3.61  -6.69  15.27
C  -2.90  -8.23  16.31
C  -3.84  -9.44  16.46
C  -4.18  -10.15  15.11
C  -4.89  -9.23  14.11
H  -8.69  -4.85  17.89
H  -6.94  -4.98  17.92
H  -7.91  -6.42  17.83
H  -7.61  -4.31  15.61
H  -8.72  -5.67  15.50
H  -6.65  -6.19  14.28
H  -6.78  -7.26  15.68
H  -5.15  -5.63  16.94
H  -4.99  -4.77  15.42
H  -2.93  -6.29  13.90
H  -2.50  -7.84  17.26
H  -2.03  -8.52  15.69
H  -4.79  -9.14  16.93
H  -3.38  -10.18  17.14
H  -4.79  -11.03  15.33
H  -3.24  -10.52  14.67
H  -5.89  -9.00  14.46
H  -5.00  -9.64  13.11
H  -4.34  -8.25  14.04
S  -2.68  -4.63  17.88
C  -2.75  -3.16  18.79
N  -2.92  -1.94  18.28
C  -3.06  -0.82  19.22
C  -2.77  -1.42  20.62
S  -2.64  -3.19  20.54
H  -2.94  -1.78  17.27
H  -4.07  -0.39  19.20
H  -2.34  -0.02  19.00
H  -3.59  -1.16  21.31
H  -1.84  -1.03  21.03

Spin multiplicity: 1
Lowest unoccupied orbital energy (eV): -7.380
Total charge: +2
ΔE to the lowest compared entry with this formula, charge and spin (eV): 0.000
E_HOMO (Ha): -0.555